{"formula": "C36H34CoN7O2P", "method": "wB97M-V/def2-TZVPD", "species": ["Co", "N", "C", "N", "C", "N", "N", "C", "C", "C", "C", "C", "C", "N", "C", "C", "C", "C", "C", "C", "H", "H", "H", "H", "H", "H", "H", "H", "H", "H", "H", "O", "N", "C", "C", "C", "C", "C", "C", "C", "P", "C", "C", "C", "C", "C", "C", "C", "C", "C", "C", "C", "C", "H", "H", "H", "H", "H", "H", "H", "H", "H", "H", "H", "H", "H", "H", "H", "H", "C", "N", "C", "C", "O", "H", "H", "H", "H", "H", "H", "H"], "positions_angstrom": [[-0.068, 0.003, 0.014], [3.015, 1.988, 2.072], [2.183, 1.617, 1.116], [1.349, 0.614, 1.222], [1.376, -0.177, 2.381], [0.676, -1.271, 2.422], [0.020, -1.458, 1.245], [-0.683, -2.500, 1.023], [-1.328, -2.506, -0.282], [-2.040, -3.581, -0.776], [-2.495, -3.539, -2.089], [-2.187, -2.433, -2.859], [-1.490, -1.379, -2.286], [-1.095, -1.379, -1.014], [2.230, 0.220, 3.475], [2.273, -0.488, 4.684], [3.125, -0.075, 5.684], [3.950, 1.039, 5.496], [3.929, 1.746, 4.310], [3.065, 1.329, 3.307], [3.653, 2.751, 1.895], [2.222, 2.167, 0.189], [-0.755, -3.299, 1.753], [-2.205, -4.447, -0.149], [-3.051, -4.368, -2.505], [-2.485, -2.365, -3.895], [-1.260, -0.508, -2.882], [1.640, -1.355, 4.811], [3.165, -0.618, 6.617], [4.619, 1.348, 6.287], [4.577, 2.600, 4.162], [2.022, -1.430, -0.739], [1.316, -0.343, -1.228], [1.567, 0.030, -2.429], [1.111, 1.212, -3.137], [1.816, 1.490, -4.315], [1.575, 2.651, -5.028], [0.636, 3.557, -4.563], [-0.078, 3.284, -3.402], [0.123, 2.103, -2.693], [-0.879, 1.767, -1.230], [-2.564, 1.367, -1.813], [-3.435, 0.593, -1.046], [-4.714, 0.312, -1.492], [-5.145, 0.790, -2.723], [-4.279, 1.534, -3.510], [-2.996, 1.818, -3.062], [-0.993, 3.351, -0.354], [0.156, 4.092, -0.084], [0.069, 5.303, 0.579], [-1.173, 5.788, 0.977], [-2.322, 5.067, 0.692], [-2.236, 3.852, 0.022], [2.580, -1.800, -1.443], [2.317, -0.555, -2.962], [2.575, 0.799, -4.660], [2.130, 2.854, -5.934], [0.453, 4.477, -5.101], [-0.799, 4.010, -3.047], [-3.096, 0.150, -0.121], [-5.377, -0.291, -0.885], [-6.145, 0.572, -3.072], [-4.601, 1.899, -4.476], [-2.346, 2.392, -3.704], [1.116, 3.763, -0.458], [0.959, 5.890, 0.762], [-1.242, 6.743, 1.481], [-3.291, 5.461, 0.970], [-3.142, 3.308, -0.213], [-1.094, 2.612, 3.469], [-2.318, 1.952, 3.032], [-3.545, 2.164, 3.811], [-2.315, 1.118, 2.022], [-1.276, 0.814, 1.387], [-1.345, 3.602, 3.841], [-0.419, 2.707, 2.621], [-0.613, 2.042, 4.267], [-3.512, 3.157, 4.250], [-3.624, 1.426, 4.609], [-4.414, 2.101, 3.160], [-3.296, 0.709, 1.772]], "forces_ev_per_angstrom": [[-0.4999, 0.3733, -0.3649], [-0.0132, -0.0020, -0.1212], [0.0844, -0.0532, 0.0809], [-0.2001, 0.4225, 0.2584], [-0.1101, -0.3226, -0.2156], [0.1853, 0.0638, 0.0488], [0.3142, -0.0752, 0.0881], [0.0468, 0.2719, 0.1375], [0.1007, 0.0633, -0.0711], [0.0624, 0.0134, 0.0074], [0.0254, 0.0410, 0.0029], [0.0077, -0.0224, -0.0116], [0.0111, 0.0184, -0.0679], [-0.3367, -0.2431, 0.2150], [0.0603, 0.0403, 0.1362], [0.0175, 0.0458, 0.0052], [-0.0175, -0.0221, -0.0056], [0.0149, 0.0199, -0.0183], [-0.0271, -0.0212, 0.0033], [-0.0402, -0.1005, 0.0506], [0.0144, 0.0077, 0.0173], [-0.0241, 0.0574, -0.0313], [-0.0674, -0.0174, -0.0078], [-0.0079, -0.0052, 0.0069], [-0.0086, -0.0052, 0.0044], [0.0042, -0.0081, -0.0046], [-0.0014, 0.0166, 0.0243], [-0.0064, 0.0027, -0.0063], [-0.0014, -0.0018, 0.0042], [0.0026, 0.0034, 0.0009], [0.0055, 0.0121, -0.0011], [-0.1616, 0.0313, 0.0319], [0.1401, -0.7130, -0.5297], [0.3029, -0.0805, 0.4640], [-0.0763, 0.0092, -0.2219], [-0.0540, -0.0597, 0.1063], [-0.0002, 0.0387, -0.0351], [0.0090, -0.0077, -0.0133], [-0.0117, 0.0343, 0.0595], [0.0425, 0.2178, 0.0233], [0.0308, 0.0620, 0.1839], [0.1317, 0.0841, -0.2033], [0.0588, -0.0694, 0.1384], [-0.0525, -0.0072, 0.0079], [0.0022, 0.0098, -0.0170], [0.0019, -0.0061, 0.0242], [-0.0169, 0.0933, 0.0528], [-0.1550, -0.1616, -0.1336], [0.0721, 0.0517, -0.0703], [-0.0031, 0.0445, 0.0304], [0.0051, -0.0043, -0.0106], [0.0194, -0.0226, -0.0055], [-0.0899, -0.0495, 0.1568], [0.0613, 0.0260, -0.0416], [0.0380, 0.0341, 0.0080], [-0.0006, -0.0062, -0.0070], [0.0015, -0.0037, -0.0036], [-0.0005, 0.0049, 0.0031], [-0.0093, -0.0125, 0.0149], [-0.0201, 0.0542, -0.0356], [-0.0015, -0.0018, 0.0092], [-0.0065, -0.0019, 0.0017], [0.0122, 0.0020, -0.0092], [0.0342, 0.0315, -0.0224], [0.0635, 0.0075, -0.0339], [0.0097, -0.0174, -0.0071], [-0.0012, 0.0012, 0.0069], [-0.0112, -0.0074, -0.0109], [0.0004, 0.0097, -0.0150], [0.0580, -0.0304, 0.0042], [-0.0251, -0.0133, -0.0352], [-0.0038, 0.0058, -0.0061], [-0.0225, -0.0208, 0.0526], [0.0299, -0.0726, -0.1100], [-0.0011, -0.0030, 0.0067], [0.0083, -0.0014, 0.0058], [-0.0006, 0.0101, -0.0025], [-0.0181, 0.0156, -0.0247], [0.0030, 0.0327, 0.0214], [-0.0081, -0.0559, 0.0238], [0.0196, -0.0557, 0.0025]], "lowdin_charge": [0.446, 0.170, -0.091, 0.066, -0.228, 0.150, -0.067, 0.031, -0.199, 0.040, 0.017, 0.012, -0.091, 0.049, -0.086, 0.018, -0.019, -0.010, 0.018, -0.155, 0.181, 0.133, 0.162, 0.139, 0.137, 0.133, 0.110, 0.126, 0.128, 0.131, 0.131, 0.031, -0.101, -0.024, -0.198, 0.007, -0.008, -0.004, -0.066, -0.287, 1.150, -0.356, -0.121, -0.041, -0.029, -0.030, -0.058, -0.346, -0.106, -0.047, -0.038, -0.040, -0.070, 0.131, 0.154, 0.130, 0.133, 0.133, 0.126, 0.071, 0.122, 0.126, 0.125, 0.098, 0.092, 0.120, 0.125, 0.123, 0.111, 0.011, -0.131, 0.011, -0.244, -0.119, 0.103, 0.076, 0.109, 0.102, 0.109, 0.102, 0.151], "molar_mass_g_mol": 686.622, "e_above_lowest_kcal_mol": 6.6, "homo_energy_ev": -16.2, "charge": 3}